Entry from OMol25: a 2-piece molecular cluster, C20H45N2O5PSi overall (ωB97M-V/def2-TZVPD).

XYZ file:
```
74
Properties=species:S:1:pos:R:3:forces:R:3:lowdin_charge:R:1
C 1.4680 1.3967 3.1599 -0.069 -0.202 -0.718 -0.073
C 1.4522 1.6123 1.6142 -0.819 0.226 0.084 -0.381
C 0.7546 0.4280 0.8484 0.046 0.371 0.394 -0.047
C 0.6898 2.9379 1.2947 0.317 -0.353 -0.231 -0.200
C -0.8152 2.8514 1.7703 0.358 0.388 -0.762 -0.236
P -1.3083 4.2638 2.8345 1.609 -0.851 0.374 1.039
O 0.0284 4.6517 3.7754 -2.337 -0.286 -1.195 -0.175
C -2.6821 3.9084 4.0249 -0.166 0.684 -0.425 -0.200
C -3.8137 3.0018 3.4661 -0.361 -0.247 1.093 -0.324
O -3.3537 1.7480 3.0058 -0.297 0.759 -1.289 -0.245
Si -4.0794 1.3057 1.4996 -0.263 -1.063 -0.275 0.486
C -3.9036 2.6099 0.1244 0.565 0.627 0.880 -0.165
C -3.2185 -0.2759 0.8988 -0.104 1.073 0.391 -0.141
C -5.9484 1.0896 1.8269 0.698 0.330 0.067 -0.159
C -1.5819 5.7456 1.7354 0.714 -0.286 0.002 -0.227
O -0.9477 5.4645 0.4899 0.319 0.307 1.650 -0.172
N -1.9290 5.3385 -0.5147 -0.209 -1.282 -1.682 -0.048
O -1.5030 4.6415 -1.3733 -0.571 0.952 0.580 0.049
H 1.5183 2.3547 3.7132 0.344 -0.448 -0.237 0.062
H 2.3052 0.7308 3.4193 -0.377 0.305 0.212 0.086
H 0.5202 0.9013 3.4459 0.484 0.110 0.041 0.070
H 2.4605 1.7255 1.1848 -0.234 0.055 0.481 0.134
H 1.4460 -0.1284 0.1943 -0.381 0.137 0.155 0.079
H 0.2859 -0.2865 1.5506 0.264 0.236 -0.320 0.080
H -0.0567 0.8595 0.2339 0.382 -0.443 -0.030 0.063
H 1.2199 3.8098 1.7164 -0.233 -0.377 -0.108 0.104
H 0.7018 3.0434 0.1952 -0.152 0.213 0.515 0.116
H -1.4132 2.9165 0.8391 -0.034 0.069 0.705 0.062
H -1.0241 1.8638 2.2086 -0.089 0.647 0.234 0.086
H -0.0838 4.0906 4.5513 0.543 -0.018 0.448 0.067
H -2.2581 3.5512 4.9840 -0.085 -0.183 -0.623 0.109
H -3.1492 4.8868 4.2696 0.315 -0.373 -0.117 0.110
H -4.4323 3.5582 2.7314 0.496 -0.170 0.130 0.107
H -4.4982 2.8052 4.3184 0.289 0.289 -0.300 0.132
H -4.8022 2.6838 -0.5061 0.423 -0.221 0.074 0.050
H -2.9795 2.4381 -0.4585 -0.673 -0.043 -0.061 0.030
H -3.7662 3.6200 0.5787 -0.188 -0.423 -0.324 0.010
H -3.7720 -0.6311 0.0128 0.235 -0.127 0.443 0.048
H -3.1767 -1.0126 1.7152 0.019 0.011 -0.536 0.043
H -2.1974 -0.0005 0.5683 -0.419 -0.369 0.202 0.019
H -6.4484 2.0317 1.5285 -0.029 -0.583 0.149 0.033
H -6.3022 0.2481 1.2091 -0.085 0.394 0.256 0.038
H -6.1490 0.8886 2.8945 -0.025 -0.010 -0.510 0.036
H -2.6668 5.8940 1.6131 0.336 0.167 0.000 0.106
H -1.0636 6.6020 2.1991 -0.471 -0.229 -0.025 0.117
C 1.5390 -3.5742 -4.8073 -0.184 -0.272 -0.374 -0.045
C 1.5811 -3.9874 -3.3241 0.144 -0.393 -0.626 -0.520
C 2.2180 -5.3831 -3.2018 0.115 -0.207 0.129 -0.161
C 3.7227 -5.4336 -3.4621 0.082 -0.117 -0.027 -0.187
C 4.4367 -4.1214 -3.1276 0.034 -0.036 -0.234 -0.155
C 3.6943 -3.2250 -2.1211 0.294 -0.300 -0.274 -0.540
N 2.3646 -2.9465 -2.6447 -0.172 0.410 0.258 -0.208
O 1.6256 -2.1278 -1.8276 -0.110 0.234 0.385 -0.278
C 4.4750 -1.9061 -2.0552 0.072 0.214 0.163 -0.059
C 3.7250 -3.8705 -0.7258 0.042 -0.100 0.337 -0.039
C 0.1327 -4.1338 -2.8463 -0.075 0.273 0.264 -0.067
H 1.0577 -2.6014 -4.9221 0.051 0.027 0.172 0.080
H 0.9744 -4.2978 -5.4105 -0.017 -0.011 0.023 0.072
H 2.5403 -3.4994 -5.2354 0.030 -0.004 0.107 0.068
H 2.0292 -5.7744 -2.1977 -0.100 0.166 0.022 0.099
H 1.7157 -6.0828 -3.8791 -0.085 0.118 -0.016 0.110
H 4.1528 -6.2512 -2.8755 -0.035 0.000 -0.023 0.101
H 3.9136 -5.6881 -4.5087 0.012 0.028 0.019 0.100
H 5.4461 -4.3434 -2.7672 -0.047 0.108 0.142 0.109
H 4.5798 -3.5597 -4.0561 -0.118 0.150 0.097 0.105
H 4.4364 -1.3851 -3.0142 -0.115 -0.075 -0.001 0.080
H 5.5283 -2.0906 -1.8173 -0.019 -0.117 0.012 0.073
H 4.0769 -1.2381 -1.2897 -0.155 -0.083 -0.065 0.062
H 4.7594 -4.0330 -0.4026 0.011 0.012 -0.072 0.074
H 3.2213 -4.8387 -0.6951 -0.019 0.034 -0.079 0.067
H 3.2520 -3.2276 0.0186 -0.135 0.063 -0.179 0.066
H -0.3847 -4.8939 -3.4405 0.202 -0.076 -0.076 0.074
H -0.4276 -3.2055 -2.9551 0.164 0.058 0.114 0.068
H 0.0872 -4.4435 -1.8003 0.048 0.135 0.009 0.075
```
Positions in Å, forces in eV/Å.

## Properties
Gap between HOMO and LUMO   1.67 eV
Total charge   0

Entry from OMol25: one molecule with the formula C5H5NO (ωB97M-V/def2-TZVPD).

XYZ file:
```
12
Properties=species:S:1:pos:R:3:forces:R:3:nbo_charge:R:1
O -0.2854 0.9999 1.6931 0.156 -0.392 -0.007 -0.490
C -0.2925 0.0268 0.9681 -0.341 0.757 -0.152 0.499
C -1.5917 -0.5243 0.5880 -0.565 -0.298 -0.068 -0.136
C -2.7255 -0.7147 0.2242 0.791 0.222 0.188 -0.129
C 0.9458 -0.4060 0.2382 -0.093 -0.280 0.145 -0.187
C 1.0687 0.1862 -1.1130 -0.102 0.055 -0.334 -0.239
N 1.9040 0.6463 -0.0124 0.194 0.163 0.178 -0.559
H -3.7340 -0.7869 -0.1019 -0.060 -0.218 0.003 0.239
H 1.3517 -1.3858 0.4602 -0.132 -0.071 -0.033 0.227
H 0.2260 0.7912 -1.4379 0.140 0.088 -0.007 0.198
H 1.5896 -0.3348 -1.9117 -0.099 -0.015 0.191 0.208
H 1.5432 1.5021 0.4050 0.111 -0.011 -0.105 0.370
```
Positions in Å, forces in eV/Å.

## Properties
Gap between HOMO and LUMO   10.06 eV
Energy above the lowest of the compared OMol25 structures with the same formula, charge and spin   3.397 eV
Total charge   0
SMILES string   C#CC(=O)[C@H]1CN1

Entry from OMol25: C18H34N5O3P as an isolated structure (ωB97M-V/def2-TZVPD).

XYZ file:
```
61
Properties=species:S:1:pos:R:3:forces:R:3:nbo_charge:R:1
C 5.0724 -0.5661 4.3461 -0.750 0.233 -0.730 -0.260
O 3.8894 -0.4002 3.5031 1.468 -0.351 0.605 -0.518
C 2.7388 -0.5332 4.1687 -3.061 -0.093 -1.277 0.847
N 1.6661 -0.4452 3.1710 2.777 0.164 -0.328 -0.508
N 0.5012 -0.5764 3.6744 -0.012 0.511 1.200 -0.181
C -0.5814 -0.1634 3.0610 0.711 -1.104 -0.238 0.055
C -1.7227 -0.3227 4.0259 -0.772 -0.096 0.624 -0.630
C -0.4704 0.4777 1.7103 -0.308 0.621 1.488 -0.496
C -1.7040 1.2471 1.3170 -0.391 -0.770 0.593 0.701
O -2.8360 0.7809 1.5199 0.728 0.839 -0.122 -0.674
N -1.5214 2.3938 0.6550 -0.280 0.977 -0.334 -0.437
C -2.6713 3.2090 0.3355 -0.573 0.410 0.053 -0.410
C -0.2695 2.8917 0.1185 -0.153 0.355 0.232 -0.404
O 2.6346 -0.6423 5.3664 0.318 -0.091 -0.070 -0.647
H 5.8527 -0.1180 3.7625 0.500 0.246 -0.216 0.177
H 4.9510 -0.0233 5.2833 -0.027 -0.327 -0.002 0.207
H 5.3160 -1.6267 4.4758 -0.320 0.209 0.243 0.181
H -2.6212 0.1696 3.6971 -0.380 0.126 -0.013 0.216
H -1.9927 -1.3633 4.3379 0.343 0.541 -0.712 0.208
H -1.3780 0.1324 4.9738 -0.301 -0.059 -0.431 0.222
H 0.5080 1.0359 1.7168 -0.916 -0.771 -0.365 0.251
H -3.4969 3.0630 1.0386 0.306 -0.291 -0.098 0.241
H -2.3779 4.2610 0.4139 -0.065 -0.135 -0.190 0.197
H -3.0517 3.0051 -0.6723 0.093 0.254 0.090 0.184
H 0.5593 2.6547 0.7744 0.114 0.136 -0.050 0.224
H -0.0658 2.5086 -0.8824 0.012 -0.110 -0.121 0.185
H -0.3917 3.9795 0.0428 0.389 -0.262 0.008 0.206
C 3.4788 0.0618 -2.0856 0.350 0.200 -0.007 -0.623
C 2.3807 -0.9767 -1.9166 0.230 -0.076 0.074 0.138
C 2.3420 -1.9157 -3.1252 0.015 -0.294 -0.197 -0.621
C 2.6085 -1.7296 -0.6119 0.296 -0.110 0.048 -0.645
N 1.0483 -0.3098 -1.8243 -0.376 -0.131 0.027 -0.707
P -0.1947 -0.9234 -0.8993 0.121 -1.455 -0.429 1.240
H -0.4948 -0.2154 0.7790 0.638 0.052 0.942 0.125
N -1.3497 -0.2041 -1.8621 0.652 -0.181 0.342 -0.698
C -2.7677 -0.6662 -1.8671 0.203 0.003 0.190 0.139
C -3.6800 0.5326 -1.9943 -0.364 0.111 -0.037 -0.623
C -3.0266 -1.3783 -0.5462 -0.393 -0.052 0.212 -0.667
C -2.9168 -1.5963 -3.0595 -0.109 -0.195 -0.234 -0.615
C -0.7698 0.5525 -2.8530 0.109 0.088 0.021 -0.060
C 0.5728 0.4968 -2.8356 -0.112 0.316 0.126 -0.063
H 3.4752 0.7756 -1.2510 0.004 -0.159 -0.217 0.231
H 4.4542 -0.4476 -2.0998 -0.309 0.136 0.068 0.230
H 3.4032 0.6026 -3.0347 -0.062 -0.007 0.140 0.205
H 1.4999 -2.6155 -3.0648 0.161 0.048 0.157 0.217
H 2.2274 -1.3750 -4.0685 0.029 0.127 0.119 0.213
H 3.2711 -2.4957 -3.1992 -0.199 0.139 0.131 0.228
H 1.8108 -2.4488 -0.4121 0.234 -0.219 -0.105 0.223
H 3.5895 -2.2427 -0.6296 -0.598 0.212 -0.003 0.234
H 2.5994 -1.0273 0.2194 0.125 0.057 0.239 0.255
H -3.5127 1.0568 -2.9384 -0.036 0.081 0.080 0.201
H -4.7116 0.1691 -2.0060 0.059 0.131 0.029 0.229
H -3.5619 1.2167 -1.1483 -0.039 -0.273 -0.197 0.236
H -2.3173 -2.1883 -0.3543 -0.251 -0.207 -0.209 0.217
H -2.9438 -0.6790 0.2898 -0.112 -0.130 -0.144 0.281
H -4.0582 -1.7695 -0.5309 0.478 0.011 -0.083 0.234
H -2.1859 -2.4096 -3.0264 -0.112 0.023 0.104 0.217
H -3.9230 -2.0217 -3.0789 0.092 0.003 0.013 0.226
H -2.7639 -1.0545 -3.9942 -0.011 0.019 -0.043 0.208
H -1.3855 1.1295 -3.4932 -0.294 0.409 -0.534 0.229
H 1.2652 1.0674 -3.4121 0.130 0.164 -0.463 0.230
```
Positions in Å, forces in eV/Å.

## Properties
Gap between HOMO and LUMO   4.75 eV
Total charge   0

Across the entries above, HOMO level takes the values -3.11, -10.04, -5.73 eV, respectively.